No. 1
Density functional theory data (ωB97M-V with the def2-TZVPD basis set) for 2 unconnected molecules or ions with the total composition CH3ClO2PS at a distorted geometry.

Summary:
Net charge: -1
E, eV: -37827.04770
LUMO energy, eV: 2.40
Kohn-Sham gap, Eh: 0.238

Positions of all 9 atoms, in Å:
C -1.27320 -0.43587 0.57989
O 0.62286 -0.44002 -1.59771
O 1.64177 2.21462 -0.04449
P 0.46312 -0.17309 -0.19960
S -2.30252 -1.17021 -0.53381
Cl 1.87181 -1.29761 0.67797
H -1.60869 0.52586 0.85969
H 1.52151 1.97388 -1.01882
H -0.93667 -1.19756 1.27689

***

No. 2
Density functional theory data (ωB97M-V with the def2-TZVPD basis set) for a molecular structure, C24H28CrF6N4O2Sb.

Summary:
Spin multiplicity: 6
Net charge: +2
E, eV: -86652.53839
LUMO energy (alpha / beta), eV: -6.25 / -8.45
Kohn-Sham gap (alpha / beta), Eh: 0.197 / 0.211

Positions of all 66 atoms, in Å:
Cr 0.18569 -0.02872 -0.01098
C -0.74486 -4.64875 5.11908
C -0.51839 -3.42358 4.31597
C 0.37582 -2.43560 4.75144
C 0.63208 -1.27518 4.03112
C 1.61187 -0.37604 4.53255
N 1.72658 0.95722 4.35762
C 0.64097 1.92439 4.27475
C 1.07860 3.17516 3.49668
C 0.56277 3.20780 2.06668
N -0.75770 3.85722 1.99958
C -1.39102 4.21758 0.93078
C -1.05182 3.87410 -0.42460
C -1.14307 4.90281 -1.37625
C -0.76849 4.72527 -2.69579
C -0.83632 5.84079 -3.69823
C -0.36719 3.44345 -3.06213
C -0.33242 2.37086 -2.17182
C -0.06855 1.05229 -2.70694
N 0.07145 -0.00589 -2.00276
C 0.09833 -1.32477 -2.63976
C -1.24439 -2.04962 -2.40725
C -2.07641 -1.49926 -1.24883
N -1.29955 -1.36505 -0.00582
C -1.57970 -2.12830 0.98213
C -0.92825 -2.16021 2.28086
C -1.19530 -3.25490 3.07909
C -0.01428 -1.14386 2.71026
O 0.30510 -0.15759 1.97374
C -0.69484 2.55963 -0.81511
O -0.81201 1.57719 0.04363
H -0.48298 -4.50552 6.16491
H -1.77461 -4.99568 5.03667
H -0.10784 -5.44990 4.72540
H 0.87553 -2.57886 5.70123
H 2.38733 -0.82129 5.14411
H 2.57954 1.33964 4.73943
H -0.21560 1.44329 3.80482
H 0.33937 2.20094 5.29010
H 0.78689 4.08210 4.03201
H 2.16802 3.20254 3.45424
H 1.21753 3.76483 1.39436
H 0.47026 2.19969 1.68524
H -1.14001 4.18019 2.88104
H -2.22568 4.89358 1.09438
H -1.48136 5.88066 -1.05023
H -0.76979 6.81236 -3.21242
H -0.02448 5.76799 -4.42019
H -1.77694 5.80619 -4.25016
H -0.09458 3.25779 -4.09570
H -0.03596 0.96111 -3.79308
H 0.30217 -1.21766 -3.70539
H 0.92294 -1.88478 -2.20434
H -1.86682 -1.97228 -3.29966
H -1.05014 -3.11096 -2.25038
H -2.45814 -0.50551 -1.48798
H -2.93481 -2.14896 -1.07291
H -2.38236 -2.85508 0.85275
H -1.89947 -4.01064 2.75639
F 1.88738 1.07952 -0.06371
Sb 3.38840 -0.26298 -0.10692
F 1.70220 -1.37549 -0.00495
F 3.29406 -0.18925 1.75836
F 4.43158 -1.78812 -0.10816
F 4.64225 1.09217 -0.21232
F 3.07777 -0.30041 -1.95052

***

No. 3
Density functional theory data (ωB97M-V with the def2-TZVPD basis set) for a molecular structure, C6H24BrN12O6Pb at a distorted geometry.

Summary:
Net charge: +1
E, eV: -112071.48759
LUMO energy, eV: -2.07
Kohn-Sham gap, Eh: 0.297

Positions of all 50 atoms, in Å:
Pb 0.84210 -0.03855 0.69386
Br 2.98394 0.23520 2.66000
C -2.10103 -1.27417 1.81688
O -1.14644 -0.56365 2.13350
N -3.28431 -0.73987 1.38684
N -2.04555 -2.62144 1.84288
H -3.85805 -1.22971 0.72041
H -3.35356 0.25815 1.28205
H -2.82657 -3.19596 1.59161
H -1.16133 -2.99293 2.15047
C 1.41505 -3.75191 0.94790
O 0.95700 -2.67589 1.33569
N 1.97888 -3.86487 -0.29621
N 1.54846 -4.82785 1.76733
H 2.61374 -4.62598 -0.46511
H 2.15786 -3.00217 -0.77848
H 1.94679 -5.66892 1.39748
H 1.16817 -4.67985 2.68418
C -2.13343 1.60762 -1.11926
O -1.01017 1.37558 -0.69665
N -2.76667 0.78352 -2.00758
N -2.84470 2.74147 -0.83634
H -2.28827 -0.04742 -2.30233
H -3.73190 0.98207 -2.19971
H -2.47240 3.40186 -0.18243
H -3.57325 3.06342 -1.44837
C -0.49749 -2.00085 -2.50997
O 0.04220 -1.62409 -1.47880
N -1.24622 -3.13526 -2.56014
N -0.53151 -1.21928 -3.63469
H -1.54517 -3.59542 -3.40105
H -1.41814 -3.62448 -1.70043
H -1.09342 -1.49818 -4.41957
H -0.17504 -0.27999 -3.62016
C 0.49132 3.09198 2.41686
O 0.70408 2.34831 1.45865
N -0.58237 3.95464 2.41539
N 1.26819 3.07453 3.50623
H -0.86542 4.28339 1.51319
H -0.83407 4.48563 3.22885
H 1.09781 3.47130 4.41098
H 2.00374 2.37379 3.42341
C 2.97097 2.29022 -1.18538
O 2.15650 1.40508 -0.93820
N 2.68477 3.60603 -0.99650
N 4.13731 2.00731 -1.85062
H 3.42665 4.23735 -1.23438
H 1.78762 3.85594 -0.62899
H 4.14259 1.14775 -2.36419
H 4.86074 2.69656 -1.92909